{"formula": "C3H28N6O11", "method": "ωB97M-V with the def2-TZVPD basis set", "gap_ev": 9.29, "e_homo_ev": -9.696, "lumo_ev": -0.405, "multiplicity": 1, "smiles": "NC(N)=O.NC(N)=O.NC(N)=O.O.O.O.O.O.O.O.O", "elements": ["N", "C", "N", "O", "H", "H", "H", "H", "N", "C", "N", "O", "H", "H", "H", "H", "N", "C", "N", "O", "H", "H", "H", "H", "O", "H", "H", "O", "H", "H", "O", "H", "H", "O", "H", "H", "O", "H", "H", "O", "H", "H", "O", "H", "H", "O", "H", "H"], "coordinates": [[-3.139445, -1.723585, 2.295148], [-4.200018, -1.209173, 1.746427], [-3.823718, -0.243752, 0.882702], [-5.368382, -1.570093, 1.908647], [-2.320805, -1.141639, 2.222320], [-3.190111, -2.423971, 3.017457], [-2.851177, 0.018434, 0.839393], [-4.360512, -0.067476, 0.051894], [0.230709, 0.279580, -2.899861], [0.234850, 1.536229, -3.385818], [1.312993, 2.258814, -2.985378], [-0.558247, 1.907522, -4.252710], [-0.604560, -0.261156, -3.058778], [1.052361, 0.029772, -2.371949], [1.523164, 3.071860, -3.541623], [2.058565, 1.808739, -2.480625], [2.964634, 0.107620, 1.386203], [4.218705, -0.410647, 1.488304], [4.843093, -0.304733, 0.326017], [4.668062, -1.046622, 2.426302], [2.630005, 0.789089, 0.719403], [2.327494, 0.057439, 2.170047], [5.594124, -0.957546, 0.178288], [4.402597, 0.318825, -0.326206], [0.920332, 0.401645, 3.499230], [0.767532, 1.009028, 2.771038], [0.897907, 0.957029, 4.283408], [-2.057433, -2.960510, -0.345824], [-2.771595, -3.501252, 0.001412], [-1.610755, -2.620434, 0.435127], [-0.805906, 3.220136, -0.874181], [-1.261428, 4.001315, -0.549904], [-1.419073, 2.826636, -1.503773], [0.329956, -2.075509, 1.441317], [1.046899, -1.917051, 2.062796], [-0.015591, -1.191379, 1.230018], [-2.611007, -0.619541, -2.077697], [-3.449968, -0.353096, -1.699271], [-2.577222, -1.573418, -1.939954], [1.706878, -1.855287, -1.047011], [1.183865, -2.342903, -1.689128], [1.129745, -1.779141, -0.276147], [1.659784, 2.250469, -0.114321], [1.194229, 2.532847, -0.912276], [2.100777, 3.044237, 0.201159], [-0.846871, 0.321266, 0.492186], [-0.850911, 0.320729, -0.473755], [-0.304523, 1.080653, 0.729946]], "forces_ev_per_a": [[2.9, -1.6, 2.2], [-3.8, 0.1, -1.3], [0.0, 1.8, -1.2], [1.0, 0.0, -0.1], [0.4, -0.6, 0.4], [-0.1, 0.3, 0.1], [-0.1, 0.0, -0.4], [-0.4, 0.1, 0.5], [0.1, 0.4, 0.7], [-0.5, -0.7, -2.6], [0.5, 1.1, 0.3], [0.2, 0.5, 1.2], [0.2, -0.3, 0.2], [-0.5, -1.0, 0.3], [0.1, -0.1, 0.1], [0.1, 0.1, -0.3], [-1.9, 0.7, 1.4], [-0.9, -1.1, 0.6], [1.4, 0.6, -1.1], [-0.3, 0.2, 0.4], [0.6, -0.3, -0.4], [0.8, -0.2, 0.3], [0.1, 0.5, -0.5], [0.6, -0.6, -0.7], [-0.2, -0.1, -0.1], [-0.1, 0.2, 0.0], [0.1, 0.0, 0.1], [0.0, 0.0, -0.4], [-0.1, 0.0, 0.1], [0.1, -0.1, 0.1], [-0.2, -0.1, 0.0], [0.0, 0.1, 0.0], [0.0, 0.0, -0.2], [-0.3, 0.2, -0.2], [0.1, -0.1, 0.1], [0.0, 0.1, 0.1], [0.3, 0.2, -0.3], [-0.1, 0.0, -0.1], [0.1, -0.2, 0.4], [0.0, 0.4, -0.5], [0.0, -0.2, 0.0], [0.1, -0.3, 0.3], [0.4, -0.2, 0.3], [-0.4, 0.2, -0.1], [0.0, 0.1, 0.1], [0.0, -0.1, 0.3], [-0.1, -0.1, -0.3], [0.0, 0.3, -0.2]]}


{"formula": "C3H28NO15", "method": "ωB97M-V with the def2-TZVPD basis set", "gap_ev": 9.76, "charge": -1, "e_homo_ev": -7.296, "lumo_ev": 2.468, "multiplicity": 1, "elements": ["O", "C", "C", "N", "C", "O", "O", "H", "H", "H", "H", "H", "H", "O", "H", "H", "O", "H", "H", "O", "H", "H", "O", "H", "H", "O", "H", "H", "O", "H", "H", "O", "H", "H", "O", "H", "H", "O", "H", "H", "O", "H", "H", "O", "H", "H", "O"], "coordinates": [[4.024800, 0.488766, 1.784943], [3.659240, 0.134193, 0.688570], [2.596799, -0.917354, 0.446379], [2.213334, -0.971165, -0.949478], [0.979377, -0.347991, -1.281413], [0.566850, -0.705502, -2.434926], [0.520792, 0.624675, -0.658764], [4.107826, 0.657716, -0.179280], [3.087334, -1.845884, 0.715704], [1.759437, -0.785094, 1.129281], [2.233327, -1.908926, -1.312316], [-0.424827, 0.792986, 1.744482], [0.092604, 0.507170, 3.201044], [-0.664416, 0.783121, 2.671426], [2.721625, 0.500730, 3.405071], [2.076580, 1.769919, 3.216361], [2.084634, 1.054373, 3.889693], [-2.370800, -2.767520, 0.907395], [-1.546765, -3.814540, 0.357255], [-1.920509, -3.560425, 1.231907], [-1.812952, -3.194424, -1.878392], [-0.667944, -4.144466, -1.830302], [-1.535468, -4.006055, -1.434624], [1.974686, 1.936447, 0.780664], [0.498519, 2.168645, 1.206763], [1.408862, 2.245900, 1.493517], [-0.897710, -2.265299, -4.378132], [0.096977, -2.314356, -3.249738], [-0.464034, -2.896865, -3.800917], [0.900722, 4.014091, 1.677580], [-0.278108, 4.501197, 2.451546], [0.276517, 4.762444, 1.708066], [1.824349, 1.646362, -3.365028], [3.169944, 0.871244, -3.105175], [2.764322, 1.734417, -3.198288], [-5.015219, -0.153377, -1.463759], [-3.912416, -1.030782, -0.958810], [-4.838141, -0.803173, -0.785918], [-1.392798, -0.580074, -1.977967], [-1.656936, 0.438986, -0.926328], [-2.131420, -0.151123, -1.521019], [-1.987801, -0.583956, 3.790902], [-2.445962, -1.890064, 3.202175], [-2.552177, -1.343910, 3.986207], [-2.828033, 3.231063, -1.336846], [-1.809950, 4.329697, -1.620736], [-2.485070, 3.788185, -2.038775]], "forces_ev_per_a": [[-0.1, -0.3, 0.1], [-0.1, 0.7, 0.4], [0.7, 0.2, -0.3], [-0.6, 0.0, 1.3], [0.4, 0.9, -2.9], [-0.4, -0.7, 0.7], [0.3, -0.5, 1.4], [-0.2, -0.4, -0.3], [0.1, -0.4, 0.1], [0.0, 0.2, 0.1], [0.0, 0.0, -0.3], [0.3, -0.6, -0.1], [0.6, 0.2, -0.3], [-1.0, 0.0, 0.4], [0.0, -0.3, 0.5], [-0.6, -0.2, 0.6], [0.5, 0.2, -0.9], [-0.2, 0.0, 0.5], [-0.1, -0.4, 0.5], [0.2, 0.5, -0.8], [-0.1, -0.1, -0.1], [-0.1, -0.1, -0.2], [0.2, 0.0, 0.0], [-0.5, 0.0, -0.4], [0.1, -0.2, -0.5], [0.7, 0.6, 0.4], [-0.1, 0.0, -0.1], [0.0, 0.3, -0.1], [0.2, 0.0, 0.2], [0.1, 0.3, -0.2], [-0.1, 0.2, 0.0], [0.0, -0.3, 0.3], [-0.1, -0.6, 0.1], [-0.5, -0.3, 0.0], [0.6, 0.8, 0.0], [-0.1, 0.3, -0.2], [0.0, 0.3, 0.1], [0.0, -0.4, 0.1], [0.3, 0.2, -0.2], [0.2, 0.1, 0.0], [-0.4, -0.4, 0.0], [-0.1, 0.1, -0.1], [0.0, -0.2, 0.0], [0.1, 0.1, 0.0], [0.0, -0.1, 0.1], [0.1, 0.0, 0.1], [-0.1, 0.2, -0.1]]}


{"formula": "C3H29O14S", "method": "ωB97M-V with the def2-TZVPD basis set", "gap_ev": [9.78, 4.56], "e_homo_ev": [-10.735, -10.703], "s2": 0.754, "lumo_ev": [-0.952, -6.144], "multiplicity": 2, "elements": ["O", "C", "O", "C", "C", "S", "H", "H", "H", "H", "H", "H", "H", "O", "H", "H", "O", "H", "H", "O", "H", "H", "O", "H", "H", "O", "H", "H", "O", "H", "H", "O", "H", "H", "O", "H", "H", "O", "H", "H", "O", "H", "H", "O", "H", "H", "O"], "coordinates": [[1.355820, -0.545449, -0.013182], [0.182293, -0.963628, 0.187335], [-0.299175, -1.215335, 1.313714], [-0.663491, -1.246103, -1.050773], [-1.993372, -0.607464, -0.934010], [-3.438639, -1.657936, -0.572678], [-0.815219, -2.334986, -1.184196], [-0.127356, -0.995967, -1.971246], [-2.239066, 0.061274, -1.803150], [-2.033938, 0.230019, -0.218070], [-4.367604, -0.701950, -0.457940], [-0.358888, 2.294260, 0.490721], [-0.508763, 3.755554, 0.442334], [-0.908615, 2.978457, 0.049477], [-3.205297, 2.583971, 1.125311], [-2.912306, 2.676564, -0.323394], [-3.526992, 2.249194, 0.278043], [-1.827842, -0.996141, 3.027139], [-3.198169, -0.712215, 2.415283], [-2.623761, -0.432733, 3.154875], [1.357143, -3.333176, -0.972584], [2.584939, -3.370726, -1.874057], [1.633184, -3.562435, -1.861168], [2.357089, -2.163995, 1.947416], [0.887223, -2.399995, 1.872554], [1.723071, -2.897949, 2.036081], [1.150986, 0.540700, 3.664382], [0.935109, -0.887153, 3.324546], [0.978993, -0.309775, 4.096252], [1.812216, 2.607586, 0.818751], [1.548843, 1.101050, 0.795760], [1.378658, 1.904964, 1.337035], [3.984934, -2.179422, -0.092042], [2.714953, -1.580554, -0.587639], [3.548687, -1.984730, -0.914075], [3.363191, 0.418211, -2.201642], [2.379470, 0.418934, -1.085341], [2.795915, 1.029100, -1.717619], [-0.061666, 1.714153, -3.422832], [-0.972437, 2.186922, -2.297115], [-0.972174, 1.996036, -3.255634], [0.843034, -0.292288, -3.592477], [1.939083, 0.714974, -3.215904], [1.436939, 0.353437, -3.986709], [-1.233085, 1.979438, 2.138060], [-2.439651, 1.413367, 2.835132], [-2.164258, 2.163961, 2.255276]], "forces_ev_per_a": [[-0.4, 0.0, 0.1], [0.7, -0.4, 0.7], [-0.6, 0.2, -0.8], [0.0, -1.5, -0.6], [-1.6, 1.3, -0.5], [1.6, 0.5, -0.3], [0.4, 0.2, 0.4], [-0.2, 0.4, 0.3], [-0.2, -0.7, -0.1], [-0.3, -0.1, 0.6], [-0.1, 0.5, 0.0], [-0.2, 0.3, -0.5], [-0.1, 0.6, -0.1], [0.8, -0.5, -0.1], [0.2, -0.4, 0.2], [0.0, 0.1, -0.2], [-1.2, -0.2, -1.5], [-0.4, 0.7, 0.2], [0.3, 0.3, 0.7], [0.1, -1.0, -0.7], [0.2, -0.2, 0.3], [-0.3, 0.1, 0.2], [-0.3, -0.2, -0.5], [0.0, -0.5, 0.2], [0.5, -0.7, 0.2], [-0.2, 1.0, -0.3], [0.0, 0.0, 0.3], [-0.1, -0.3, 0.2], [0.0, 0.4, -0.5], [-0.1, -0.3, 0.4], [-0.1, 0.1, 0.5], [0.1, 0.0, -0.7], [0.7, -0.3, 0.4], [0.3, -0.2, -0.4], [-0.5, 0.6, 0.0], [0.6, 0.1, 0.1], [-0.2, 0.2, 0.0], [0.1, -0.2, -0.1], [0.1, -0.1, -0.4], [0.0, 0.3, -0.6], [-0.2, -0.2, 1.1], [0.1, -0.2, -0.2], [-0.5, -0.2, -0.4], [0.0, 0.4, 0.4], [0.3, 0.2, 0.0], [0.1, 0.5, -0.4], [0.3, -0.7, 2.2]]}


no.,strongest force on any atom (eV/Å)
1,3.98
2,3.07
3,2.34